This record from OMol25 describes a cluster of 2 separate species, C10H20N2Si in total. The level of theory is ωB97M-V/def2-TZVPD.

Atoms and positions in Å:
C -1.376 2.064 -2.824
C -0.462 1.200 -2.260
C -1.659 2.062 -0.675
C 2.574 1.823 2.099
C -0.329 -2.711 1.736
C -2.580 -1.014 0.163
C -0.157 -2.266 -1.330
C 2.238 1.397 0.523
C 1.700 -0.018 0.290
C 0.321 -0.007 0.626
N -2.160 2.544 -1.764
N -0.634 1.227 -0.873
Si -0.706 -1.510 0.315
H -1.741 2.269 -3.885
H 0.322 0.638 -2.648
H -2.243 2.111 0.258
H 1.717 1.725 2.623
H 3.358 1.078 2.385
H 2.978 2.795 2.121
H -0.033 -2.025 2.498
H -1.249 -3.277 2.117
H 0.544 -3.305 1.634
H -2.812 -0.721 -0.907
H -3.339 -1.743 0.384
H -2.771 -0.043 0.654
H 0.645 -3.044 -1.162
H -1.029 -2.739 -1.846
H 0.163 -1.555 -2.068
H 3.102 1.507 -0.239
H 1.395 1.980 0.231
H 2.135 -0.653 1.087
H 1.950 -0.547 -0.616
H 0.137 0.760 1.353

Cartesian forces (eV/Å) of the 6 atoms listed first:
-4.163 1.982 0.107
0.621 -0.424 5.396
-1.639 -0.433 0.114
2.875 -2.862 -4.770
-2.401 0.077 0.129
0.666 1.137 -1.451

Values from the calculation:
* ⟨S²⟩: 2.015
* lowest unoccupied orbital energy (alpha / beta): 0.0299 / -0.1182 Eh
* spin multiplicity: 3
* E_HOMO (alpha / beta): -5.51 / -9.52 eV


This record from OMol25 describes a structure of composition C10H20N4. The level of theory is ωB97M-V/def2-TZVPD.

Atoms and positions in Å:
C -0.043 -2.451 0.602
C 0.046 0.235 0.257
C -3.653 -1.357 -0.919
C -0.445 1.919 1.960
C -0.811 2.525 -0.489
C 2.478 -1.176 -1.674
C 3.492 -0.177 0.593
C -2.794 -0.261 -0.295
C -0.012 1.672 0.482
C 2.370 -0.158 -0.474
N -1.244 -1.921 0.316
N 1.084 -1.822 0.489
N -1.550 -0.752 0.231
N 1.080 -0.573 0.184
H -0.075 -3.513 1.005
H -4.682 -1.176 -0.752
H -3.459 -2.376 -0.377
H -3.410 -1.423 -1.990
H -0.484 0.894 2.470
H -1.485 2.356 1.898
H 0.250 2.534 2.392
H -1.852 2.622 -0.212
H -0.671 2.112 -1.481
H -0.276 3.429 -0.445
H 2.855 -2.158 -1.171
H 3.234 -0.916 -2.463
H 1.571 -1.431 -2.275
H 3.011 0.367 1.535
H 4.207 0.651 0.459
H 3.801 -1.118 1.007
H -3.259 0.229 0.516
H -2.659 0.501 -1.009
H 1.058 1.876 0.450
H 2.328 0.834 -0.822

Cartesian forces (eV/Å) of the 6 atoms listed first:
1.356 -1.273 1.816
-2.419 -1.542 0.013
1.551 -2.314 0.879
-2.899 -3.118 -1.000
0.532 -1.485 -0.381
1.451 -1.813 0.528

Values from the calculation:
* net charge: +2
* lowest unoccupied orbital energy: -0.3820 Eh
* E_HOMO: -18.74 eV


This record from OMol25 describes the molecule C10H20N6OS2. The level of theory is ωB97M-V/def2-TZVPD.

Atoms and positions in Å:
C 0.457 4.502 2.694
C -0.127 3.980 1.372
O 0.478 2.708 1.120
C 0.148 2.118 -0.113
C 1.143 2.476 -1.206
C 0.029 0.598 -0.005
C 1.001 -0.153 0.864
N 0.936 -1.473 1.043
N 1.755 -1.960 2.028
C 2.140 -3.312 2.205
S 2.829 -3.690 3.641
N 2.234 -4.242 1.154
C 1.901 -3.943 -0.282
N -0.834 -0.085 -0.716
N -1.765 0.498 -1.533
C -2.732 -0.267 -2.206
S -3.429 0.406 -3.591
N -2.842 -1.634 -1.934
C -3.647 -2.575 -2.731
H -0.101 5.381 3.031
H 1.504 4.809 2.529
H 0.442 3.706 3.443
H 0.033 4.676 0.530
H -1.213 3.868 1.458
H -0.779 2.548 -0.508
H 1.126 3.528 -1.386
H 0.975 1.932 -2.119
H 2.194 2.252 -0.887
H 1.734 0.413 1.457
H 1.958 -1.370 2.859
H 2.543 -5.165 1.376
H 2.253 -4.781 -0.868
H 0.821 -3.800 -0.368
H 2.395 -3.017 -0.585
H -1.691 1.507 -1.845
H -2.314 -1.979 -1.119
H -3.289 -2.609 -3.810
H -3.576 -3.601 -2.300
H -4.687 -2.248 -2.693

Cartesian forces (eV/Å) of the 6 atoms listed first:
0.323 0.127 -0.881
0.063 0.018 0.385
-0.020 0.003 0.111
0.043 -0.151 -0.696
1.837 -0.518 0.908
-0.905 -0.737 -0.962

Values from the calculation:
* lowest unoccupied orbital energy: -0.0200 Eh
* structure (SMILES): CCO[C@@H](C)C(/C=N/NC(=S)NC)=N\NC(=S)NC
* E_HOMO: -8.04 eV


This record from OMol25 describes a structure of composition C10H20NO. The level of theory is ωB97M-V/def2-TZVPD.

Atoms and positions in Å:
C -3.942 -1.364 0.353
C -2.934 -0.801 -0.299
C -1.847 1.445 -0.252
C -0.558 2.055 0.275
C -0.428 -0.737 -0.167
C -1.766 -0.025 0.282
C 0.658 1.349 -0.239
C 1.851 2.076 0.176
C 2.233 -1.277 -1.213
C 2.436 -1.638 1.142
N 0.590 0.037 0.286
O 2.185 -0.744 0.104
H -4.454 -2.160 -0.228
H -4.090 -1.353 1.440
H -2.971 -0.788 -1.447
H -2.737 2.006 0.193
H -1.846 1.521 -1.297
H -0.470 3.058 0.069
H -0.465 1.937 1.320
H -0.381 -1.652 0.434
H -0.466 -0.862 -1.249
H -1.966 -0.097 1.403
H 0.487 1.326 -1.413
H 1.819 3.127 0.182
H 2.672 1.920 -0.559
H 2.270 1.748 1.225
H 2.966 -1.920 -1.395
H 1.387 -2.077 -1.261
H 2.110 -0.508 -1.938
H 2.072 -2.662 1.015
H 3.557 -1.768 1.027
H 2.024 -1.172 2.030

Cartesian forces (eV/Å) of the 6 atoms listed first:
0.456 -1.611 -0.280
0.431 0.316 -1.746
0.386 -0.140 3.568
-1.395 -1.426 0.212
-1.374 -1.663 0.108
-2.661 0.509 0.230

Values from the calculation:
* net charge: +1
* lowest unoccupied orbital energy: -0.1738 Eh
* E_HOMO: -12.83 eV


This record from OMol25 describes the ion C10H20NO with charge +1. The level of theory is ωB97M-V/def2-TZVPD.

Atoms and positions in Å:
C 2.661 2.099 0.038
C -1.219 -1.463 -0.486
C -2.373 -0.801 0.230
C 0.134 -1.528 0.393
C -2.236 0.658 0.288
C 1.275 -0.597 0.027
C -2.413 1.283 -1.079
C -1.970 1.482 1.334
C 1.594 -0.864 -1.392
C 2.335 -0.821 1.133
N 0.727 0.727 0.127
O 1.374 1.917 0.190
H 2.933 3.135 0.192
H 3.274 1.288 -0.358
H -1.353 -2.585 -0.742
H -1.145 -1.005 -1.462
H -3.435 -1.058 -0.105
H -2.217 -1.056 1.290
H -0.274 -1.460 1.380
H 0.521 -2.485 0.409
H -3.090 2.052 -0.921
H -2.719 0.615 -1.806
H -1.415 1.791 -1.293
H -1.705 2.526 1.261
H -0.345 0.818 0.371
H -1.715 0.934 2.192
H 2.622 -0.506 -1.692
H 0.862 -0.311 -2.005
H 1.582 -1.884 -1.667
H 2.463 -1.911 1.126
H 2.024 -0.590 2.138
H 3.244 -0.400 0.890

Cartesian forces (eV/Å) of the 6 atoms listed first:
-2.882 -0.744 -0.376
1.141 -2.644 -0.701
-0.766 -0.969 2.599
-3.117 1.846 -1.008
-0.435 2.515 -1.379
0.057 0.046 2.103

Values from the calculation:
* net charge: +1
* lowest unoccupied orbital energy (alpha / beta): -0.1956 / -0.1958 Eh
* E_HOMO (alpha / beta): -12.97 / -12.97 eV


This record from OMol25 describes a structure of composition C10H20OP. The level of theory is ωB97M-V/def2-TZVPD.

Atoms and positions in Å:
C -0.040 -0.030 -0.623
C -3.866 0.553 0.271
C -3.073 0.221 -0.989
C -2.896 0.108 1.320
C 4.603 -0.520 -0.482
C 0.394 2.097 0.451
C -1.776 -2.515 -0.033
C 3.157 -0.722 -0.047
C 2.364 0.657 -0.033
C 0.834 0.598 0.338
O 0.188 -0.440 -1.723
P -1.778 -0.578 -0.017
H -3.953 1.586 0.138
H -4.821 -0.094 0.331
H -3.607 -0.356 -1.706
H -2.515 1.101 -1.427
H -2.439 0.912 1.821
H -3.346 -0.526 1.944
H 4.569 0.373 -1.229
H 4.938 -1.308 -1.136
H 5.386 -0.235 0.262
H 0.166 2.692 -0.494
H 1.352 2.455 0.897
H -0.362 2.283 1.216
H -2.807 -2.836 -0.209
H -1.283 -2.792 0.873
H -1.118 -2.784 -0.897
H 2.947 -1.025 0.969
H 2.721 -1.455 -0.696
H 2.888 1.445 0.589
H 2.507 0.989 -1.053
H 0.666 0.147 1.374

Cartesian forces (eV/Å) of the 6 atoms listed first:
0.076 -1.916 -0.239
-1.435 -1.710 -1.306
1.519 0.304 -0.858
2.276 1.730 -2.273
0.236 2.383 -1.179
0.915 0.926 0.382

Values from the calculation:
* net charge: +1
* lowest unoccupied orbital energy: -0.1392 Eh
* E_HOMO: -13.84 eV


Result set for molar mass: 196.37 196.30 304.44 170.28 170.28 187.24 g mol⁻¹, one per record in the order listed.
Result set for energy relative to the best compared isomer or geometry (same formula, charge and spin): 77.1 552.0 0.0 543.6 555.3 0.0 kJ/mol, one per record in the order listed.